The following is a quantum chemistry calculation of a molecular structure, H2MgO at a distorted geometry, from OMol25.

XYZ file:
```
4
Properties=species:S:1:pos:R:3:forces:R:3
O -0.154565 0.122205 -0.205960 0.5 -0.4 1.0
H -1.097855 0.208575 0.060519 0.4 0.1 -0.1
H -0.185845 -0.068055 -1.170879 0.3 0.1 0.4
Mg 1.438264 -0.262725 1.316319 -1.2 0.3 -1.3
```
Forces are in eV/Å.

For the total energy, the calculation gives -7504.1634 eV. For the largest force on an atom, the calculation gives 0.0350 Eh/bohr. Its net charge is +2. The value obtained for the HOMO energy is -23.88 eV. The calculation puts the orbital gap at 9.72 eV.